(w)
C6H24N2O5 | wB97M-V/def2-TZVPD

The SMILES is C=CCCNCCN.O.O.O.O.O. Its net charge is 0. The HOMO-LUMO gap is 9.4 eV. Its HOMO energy is -9.01 eV.

Element x y z (Å)
C  0.60  -0.86  -0.92
N  -0.76  -0.45  -1.27
C  -1.77  -0.64  -0.22
C  -2.27  0.70  0.37
C  -1.50  1.20  1.57
C  -1.56  2.46  1.96
C  1.55  -0.86  -2.14
N  2.36  0.34  -2.32
H  1.01  -0.16  -0.19
H  0.76  -1.78  -0.36
H  -1.04  -1.00  -2.07
H  -1.39  -1.20  0.65
H  -2.64  -1.22  -0.52
H  -3.33  0.70  0.64
H  -2.20  1.41  -0.46
H  -0.87  0.49  2.07
H  -0.91  2.93  2.68
H  -2.19  3.20  1.47
H  0.95  -1.03  -3.04
H  2.24  -1.70  -2.06
H  3.11  0.33  -1.63
H  1.82  1.17  -2.12
H  0.96  1.86  -0.01
H  1.01  2.74  1.24
O  1.43  1.97  0.84
H  -1.07  -3.40  -0.20
H  -0.07  -3.66  -1.25
O  -0.65  -4.14  -0.66
H  0.51  -3.13  2.00
H  0.90  -1.71  2.03
O  0.13  -2.27  1.79
H  1.71  -0.06  3.29
H  1.77  0.49  1.84
O  2.03  -0.27  2.41
H  -0.48  1.79  -2.04
H  -0.09  3.30  -1.92
O  -0.04  2.45  -1.48

Löwdin population analysis, charges in e, atoms 1 to 8: C -0.24; N -0.05; C -0.22; C -0.19; C -0.18; C -0.02; C -0.25; N 0.00

---

(x)
C6H24N2O5 | wB97M-V/def2-TZVPD

The SMILES is C/C(=C\N)C[C@H](C)N.O.O.O.O.O. Its net charge is 0. The HOMO-LUMO gap is 7.7 eV. Its HOMO energy is -7.44 eV.

Element x y z (Å)
C  -1.13  -2.04  2.27
C  -0.41  -1.53  1.00
C  -0.70  -0.02  0.79
C  0.06  0.45  -0.42
C  1.39  0.64  -0.27
N  2.22  1.09  -1.21
C  -0.64  0.58  -1.66
N  1.01  -1.91  1.09
H  -0.53  -2.86  2.81
H  -1.22  -1.40  3.15
H  -2.06  -2.64  2.19
H  -0.87  -2.16  0.13
H  -1.91  0.01  0.55
H  -0.59  0.66  1.72
H  1.77  0.35  0.76
H  1.80  1.47  -2.05
H  3.17  1.40  -1.17
H  -1.38  -0.38  -1.61
H  -1.17  1.47  -2.12
H  -0.09  0.18  -2.59
H  1.21  -2.83  1.44
H  1.47  -1.35  1.74
H  1.20  -2.34  -1.99
H  2.00  -2.83  -0.81
O  1.62  -3.12  -1.64
H  -0.05  2.98  -2.51
H  0.43  3.00  -1.14
O  0.50  3.57  -1.94
H  -0.75  3.92  0.00
H  -1.45  2.32  -0.15
O  -1.06  3.06  0.41
H  2.21  0.31  3.66
H  1.01  1.08  3.91
O  1.37  0.39  3.28
H  -4.11  -0.70  -1.24
H  -3.51  -1.46  -2.49
O  -3.76  -1.52  -1.58

Löwdin population analysis, charges in e, atoms 1 to 8: C -0.09; C -0.41; C -0.17; C -0.43; C -0.18; N 0.09; C -0.13; N 0.02

---

Short version: (w) is the most stable of them.

---

(w)
C18H56O10 | wB97M-V/def2-TZVPD

The SMILES is CCO.CCO.CCO.CCO.CCO.CCO.CCO.CCO.CO.CO. Its net charge is 0. The HOMO-LUMO gap is 9.8 eV. Its HOMO energy is -9.38 eV.

Element x y z (Å)
C  -14.14  -3.18  -20.30
C  -13.08  -4.21  -20.01
O  -13.62  -5.51  -20.23
H  -14.96  -3.27  -19.58
H  -14.53  -3.31  -21.31
H  -13.73  -2.17  -20.23
H  -12.72  -4.10  -18.98
H  -12.21  -4.03  -20.66
H  -12.90  -6.10  -20.45
C  -23.36  -4.14  -22.82
C  -22.54  -3.29  -23.77
O  -21.16  -3.49  -23.57
H  -24.41  -4.10  -23.10
H  -23.20  -3.77  -21.81
H  -23.01  -5.17  -22.87
H  -22.80  -2.24  -23.61
H  -22.79  -3.51  -24.81
H  -20.88  -2.88  -22.88
C  -16.32  0.51  -21.09
C  -15.02  1.23  -20.83
O  -15.29  2.29  -19.91
H  -16.98  1.18  -21.63
H  -16.79  0.13  -20.19
H  -16.13  -0.38  -21.70
H  -14.67  1.68  -21.77
H  -14.22  0.58  -20.45
H  -14.46  2.73  -19.68
C  -20.81  -4.56  -20.06
C  -21.98  -4.78  -19.13
O  -22.01  -6.19  -18.83
H  -20.75  -3.51  -20.38
H  -20.92  -5.16  -20.96
H  -19.90  -4.87  -19.56
H  -22.92  -4.47  -19.59
H  -21.87  -4.21  -18.20
H  -22.80  -6.38  -18.32
C  -19.40  0.06  -23.32
C  -20.25  0.10  -22.07
O  -20.66  -1.25  -21.77
H  -18.44  -0.44  -23.16
H  -19.18  1.08  -23.65
H  -19.91  -0.44  -24.14
H  -21.14  0.70  -22.26
H  -19.66  0.48  -21.24
H  -21.29  -1.24  -21.04
C  -15.94  -4.62  -25.05
C  -16.70  -3.44  -24.50
O  -16.14  -3.04  -23.26
H  -16.46  -5.01  -25.93
H  -15.84  -5.39  -24.29
H  -14.94  -4.31  -25.36
H  -17.76  -3.70  -24.36
H  -16.66  -2.61  -25.22
H  -16.84  -2.79  -22.65
C  -20.01  -3.72  -16.82
C  -18.87  -3.20  -15.97
O  -17.65  -3.12  -16.69
H  -20.87  -3.87  -16.17
H  -19.78  -4.67  -17.30
H  -20.28  -2.99  -17.58
H  -18.74  -3.82  -15.08
H  -19.09  -2.19  -15.64
H  -17.41  -4.01  -16.96
C  -19.82  0.35  -17.51
C  -20.26  1.72  -17.94
O  -21.34  1.55  -18.88
H  -19.39  -0.19  -18.36
H  -20.66  -0.24  -17.15
H  -19.09  0.37  -16.69
H  -19.44  2.26  -18.41
H  -20.65  2.28  -17.08
H  -21.29  2.23  -19.55
C  -18.08  -2.54  -19.99
O  -18.05  -2.44  -21.40
H  -18.32  -1.58  -19.53
H  -18.77  -3.32  -19.65
H  -17.09  -2.86  -19.66
H  -18.85  -1.99  -21.70
C  -16.65  -5.73  -21.21
O  -16.32  -6.37  -19.98
H  -16.15  -6.23  -22.05
H  -17.73  -5.84  -21.38
H  -16.42  -4.67  -21.19
H  -15.42  -6.08  -19.79

Löwdin population analysis, charges in e, atoms 1 to 8: C -0.08; C -0.29; O -0.08; H 0.07; H 0.07; H 0.07; H 0.11; H 0.11

---

(x)
C18H56O10 | wB97M-V/def2-TZVPD

The SMILES is CC(C)O.CC(C)O.CC(C)O.CC(C)O.CC(C)O.CC(C)O.O.O.O.O. Its net charge is 0. The HOMO-LUMO gap is 9.7 eV. Its HOMO energy is -9.97 eV.

Element x y z (Å)
O  1.99  1.81  12.79
H  1.25  1.24  12.54
H  1.69  2.71  12.55
O  2.04  -1.42  14.58
H  1.78  -2.18  15.12
H  1.21  -1.06  14.24
O  3.26  1.03  15.30
H  3.12  1.29  14.36
H  2.91  0.11  15.39
O  4.47  1.42  11.37
H  3.66  1.86  11.71
H  5.20  1.99  11.64
C  9.09  -0.78  13.35
C  7.64  -1.15  13.29
C  6.73  0.01  13.68
O  7.36  -1.56  11.93
H  9.24  0.17  12.84
H  9.69  -1.53  12.84
H  9.41  -0.69  14.39
H  7.46  -2.03  13.93
H  6.95  0.50  14.62
H  5.67  -0.29  13.73
H  6.73  0.74  12.86
H  6.41  -1.67  11.85
C  4.85  -2.98  15.29
C  5.03  -4.34  14.61
C  6.32  -4.39  13.79
O  5.15  -5.37  15.62
H  4.08  -3.01  16.07
H  4.58  -2.14  14.63
H  5.78  -2.67  15.80
H  4.17  -4.53  13.95
H  6.47  -5.41  13.42
H  7.18  -4.10  14.39
H  6.29  -3.71  12.94
H  4.42  -5.28  16.24
C  5.63  3.03  18.08
C  5.83  1.95  19.13
C  6.73  0.88  18.63
O  6.43  2.49  20.30
H  6.55  3.31  17.59
H  5.16  3.91  18.52
H  4.92  2.64  17.34
H  4.83  1.59  19.39
H  6.25  0.35  17.80
H  6.92  0.17  19.43
H  7.63  1.32  18.22
H  5.81  3.14  20.65
C  0.63  4.28  15.34
C  0.49  3.23  16.40
C  -0.13  1.95  15.92
O  1.75  2.97  16.96
H  1.25  5.11  15.68
H  -0.33  4.63  14.94
H  1.19  3.92  14.47
H  -0.11  3.68  17.20
H  0.61  1.37  15.36
H  -1.05  2.11  15.35
H  -0.41  1.35  16.79
H  2.19  2.27  16.41
C  1.92  -0.80  18.49
C  2.70  -2.04  18.88
C  3.59  -1.80  20.09
O  1.84  -3.20  19.06
H  1.17  -1.00  17.73
H  2.63  -0.09  18.06
H  1.42  -0.39  19.37
H  3.32  -2.35  18.02
H  4.00  -2.74  20.47
H  2.99  -1.35  20.89
H  4.47  -1.18  19.88
H  1.41  -3.16  19.92
C  4.02  4.60  14.58
C  5.17  5.57  14.50
C  6.21  5.21  15.57
O  5.72  5.55  13.19
H  3.24  4.75  13.83
H  3.55  4.60  15.56
H  4.40  3.58  14.41
H  4.82  6.60  14.72
H  7.10  5.84  15.51
H  6.47  4.18  15.38
H  5.77  5.31  16.56
H  6.18  6.37  13.03

Löwdin population analysis, charges in e, atoms 1 to 8: O -0.05; H 0.08; H 0.07; O -0.05; H 0.07; H 0.05; O -0.10; H 0.02

---

Short version: (x) is the most stable of them.

---

(w)
CH2O4S | wB97M-V/def2-TZVPD

The SMILES is O=C(OO)OS. Its net charge is 0. The HOMO-LUMO gap is 9.9 eV. Its HOMO energy is -9.85 eV.

Element x y z (Å)
O  0.61  -1.88  0.23
C  0.14  -0.80  -0.12
O  0.60  0.49  0.27
O  1.90  0.68  -0.12
O  -1.04  -0.81  -0.98
S  -1.94  0.58  -0.49
H  2.19  1.45  0.43
H  -2.47  0.29  0.78

From a Löwdin analysis of the wavefunction, the atomic charges in e read: O 0.14; C -0.50; O -0.15; O 0.01; O -0.39; S 0.84; H 0.14; H -0.08

---

(x)
CH2O4S | wB97M-V/def2-TZVPD

Its net charge is 0. The HOMO-LUMO gap is 12.2 eV. Its HOMO energy is -11.51 eV.

Element x y z (Å)
C  0.96  0.46  -0.05
O  -1.70  -0.67  1.27
O  -1.63  -0.76  -1.09
O  -0.27  1.04  -0.16
O  0.55  -0.93  0.30
S  -0.97  -0.43  0.09
H  1.53  0.56  -1.10
H  1.54  0.73  0.74

From a Löwdin analysis of the wavefunction, the atomic charges in e read: C -0.24; O -0.20; O -0.19; O -0.12; O -0.14; S 0.62; H 0.19; H 0.09

---

Short version: (x) is the most stable of them.

---

(w)
C2H5OPS | wB97M-V/def2-TZVPD

Its net charge is 0. The HOMO-LUMO gap (spin up / spin down) is 6.6 / 6.6 eV. Its HOMO energy (spin up / spin down) is -7.17 / -7.17 eV.

Element x y z (Å)
C  1.58  0.32  -0.29
C  1.04  -0.95  -0.77
O  -1.39  1.48  0.74
P  -0.46  2.28  -0.38
S  3.04  0.84  0.29
H  0.22  -1.23  -0.13
H  0.59  -0.88  -1.73
H  1.88  -1.66  -0.78
H  -2.21  1.05  0.31
H  0.57  2.67  0.62

Löwdin population analysis, charges in e, atoms 1 to 8: C -0.77; C -0.22; O -0.54; P 0.78; S 0.58; H 0.07; H 0.06; H 0.08

---

(x)
C2H5OPS | wB97M-V/def2-TZVPD

The SMILES is CP(S)C=O. Its net charge is 0. The HOMO-LUMO gap is 9.3 eV. Its HOMO energy is -8.98 eV.

Element x y z (Å)
C  1.29  -1.06  -0.39
C  0.07  1.40  0.28
O  2.43  -0.79  -0.35
P  -0.33  -0.07  -0.84
S  -1.68  -1.14  0.32
H  0.86  -2.02  -0.19
H  0.73  1.02  1.11
H  -1.01  1.44  0.70
H  0.40  2.26  -0.18
H  -2.75  -1.03  -0.46

Löwdin population analysis, charges in e, atoms 1 to 8: C -0.51; C -0.34; O 0.04; P 0.55; S 0.38; H 0.02; H 0.05; H 0.02

---

Short version: (x) is the most stable of them.

---

(w)
C3H9N2OP | wB97M-V/def2-TZVPD

The SMILES is C=CC=P(N)(N)O. Its net charge is 0. The HOMO-LUMO gap is 8.6 eV. Its HOMO energy is -7.93 eV.

Element x y z (Å)
C  -2.68  0.13  -0.58
C  -1.64  0.19  0.29
C  -0.30  1.29  0.01
N  1.01  -1.32  -0.71
N  1.55  -0.39  1.59
O  2.23  0.95  -0.50
P  0.95  0.13  0.07
H  -3.48  -0.65  -0.46
H  -2.60  0.53  -1.57
H  -1.79  -0.16  1.28
H  -0.44  1.49  -1.09
H  1.97  -1.57  -0.77
H  0.55  -1.27  -1.73
H  1.16  0.30  2.30
H  1.15  -1.34  1.74
H  2.35  1.68  0.13

Löwdin population analysis, charges in e, atoms 1 to 8: C -0.08; C -0.25; C -0.26; N -0.10; N -0.09; O -0.22; P 0.46; H 0.06

---

(x)
C3H9N2OP | wB97M-V/def2-TZVPD

Its net charge is 0. The HOMO-LUMO gap is 9.1 eV. Its HOMO energy is -8.52 eV.

Element x y z (Å)
C  1.32  1.73  -0.93
C  0.22  -1.88  0.35
C  -0.44  -0.71  -0.20
N  1.36  0.48  -1.07
N  -0.84  0.38  0.39
O  0.24  2.35  -0.58
P  -1.79  1.66  -0.38
H  2.15  2.33  -1.32
H  0.78  -1.61  1.24
H  -0.60  -2.53  0.54
H  0.98  -2.33  -0.41
H  -0.64  -0.72  -1.22
H  2.25  0.04  -1.08
H  -0.38  0.63  1.26
H  -2.83  0.95  0.55
H  -1.79  2.75  0.57

Löwdin population analysis, charges in e, atoms 1 to 8: C -0.46; C -0.05; C -0.26; N 0.05; N -0.26; O -0.33; P 0.81; H 0.12

---

Short version: (w) is the most stable of them.